Entry from OMol25: a structure of composition C30H34IrN3O3S at a distorted geometry (the ωB97M-V functional and the def2-TZVPD basis).

Computed properties:
2S+1: 2
E_HOMO (alpha / beta) in eV: -16.65 / -16.65
Energy relative to the best compared isomer or geometry (same formula, charge and spin) in kcal per mole: 31.3
Molecular weight in u: 708.904
Charge: +3

Each line ends with the Mulliken charge.
CARTESIAN COORDINATES (ANGSTROEM)
Ir: -1.857212 0.638319 -0.276733  2.721
C: -2.846807 -4.035314 0.551136  -1.617
C: -1.712876 -2.993065 0.463169  0.744
C: -0.469847 -3.586408 -0.192170  -1.709
C: -2.266284 -1.807907 -0.242924  0.466
C: -1.839481 -1.376725 -1.503419  -0.573
C: -2.451305 -0.274574 -2.146902  -1.261
C: -3.632517 0.323206 -1.643906  0.969
C: -4.409108 1.332192 -2.436435  -1.468
C: -3.981418 -0.043139 -0.313604  -0.614
C: -3.256174 -1.005584 0.397569  -1.211
H: -2.484444 -4.900785 1.101965  0.462
H: -3.146097 -4.370135 -0.443687  0.420
H: -3.727122 -3.653395 1.070595  0.395
H: -1.483086 -2.662865 1.482380  0.360
H: -0.697216 -3.989712 -1.182747  0.528
H: -0.109643 -4.418571 0.405115  0.401
H: 0.335702 -2.858825 -0.284257  0.354
H: -0.985344 -1.850473 -1.971715  0.462
H: -2.059362 0.055568 -3.102769  0.548
H: -4.004137 2.336595 -2.311305  0.238
H: -5.452335 1.346169 -2.122288  0.427
H: -4.368767 1.086426 -3.496517  0.438
H: -4.801830 0.466784 0.181086  0.784
H: -3.523114 -1.217751 1.426968  0.731
N: 0.030430 3.924239 -1.999369  -0.026
C: 0.900004 3.001594 -2.578022  0.569
C: 1.959604 3.164218 -3.463824  -1.268
C: 2.590889 2.011175 -3.877332  -0.617
C: 2.186672 0.743463 -3.419714  -0.886
C: 1.145945 0.589526 -2.529766  -0.327
C: 0.497332 1.750208 -2.109963  0.325
N: -0.592134 1.953950 -1.257566  -0.177
C: -0.837419 3.251972 -1.238599  0.345
C: -1.993708 3.734933 -0.519329  -0.297
C: -2.431861 4.993130 -0.253928  -0.416
S: -3.893740 4.927829 0.619163  -0.028
C: -3.843102 3.235865 0.607319  -0.410
N: -2.810959 2.732215 -0.030973  0.555
H: 0.031719 4.920919 -2.161105  0.259
H: 2.265939 4.138433 -3.820296  0.491
H: 3.414319 2.080186 -4.574324  0.455
H: 2.712524 -0.130869 -3.778471  0.504
H: 0.865098 -0.380669 -2.149386  0.275
H: -1.983521 5.938977 -0.516754  0.474
H: -4.615252 2.644223 1.079952  0.376
C: 6.283686 -1.796344 2.711481  -1.464
C: 4.851056 -1.540493 2.423193  0.542
C: 3.833034 -2.441595 2.749867  -0.953
C: 2.502348 -2.141734 2.479858  0.766
C: 1.444529 -3.066994 2.958606  -1.471
C: 2.180777 -0.924873 1.784849  1.069
C: 3.182505 0.009860 1.464593  0.801
C: 2.881835 1.336068 0.823557  -1.132
C: 4.487882 -0.315641 1.793073  -0.817
C: 0.724147 -0.554097 1.544670  -0.088
O: -0.012001 -0.531214 2.559952  -0.872
O: 0.360919 -0.265154 0.356075  -0.216
H: 6.431170 -2.712497 3.277439  0.394
H: 6.717218 -0.958621 3.259395  0.407
H: 6.841966 -1.866379 1.773158  0.375
H: 4.077202 -3.374475 3.247995  0.466
H: 1.807850 -4.094219 2.968289  0.507
H: 0.534324 -2.995809 2.390467  -0.232
H: 1.193475 -2.797716 3.988913  0.384
H: 2.043763 1.830619 1.319024  0.294
H: 2.620546 1.204397 -0.229969  0.065
H: 3.747844 1.990633 0.885331  0.523
H: 5.278948 0.385386 1.562018  0.511
O: -1.359388 1.441976 1.809611  -0.567
H: -0.934705 0.653255 2.310138  0.227
H: -2.089883 1.760116 2.352098  0.307

Cartesian forces (eV/Å) of the 3 atoms listed first:
Ir -3.3914 -0.1329 -1.4102
C -0.0876 -0.0016 -0.0440
C 0.2483 -0.1194 0.1099